Entry 1:
# H14O7

A 7-piece molecular cluster, H14O7 overall in a non-equilibrium geometry (ωB97M-V with the def2-TZVPD basis set, the OMol25 dataset).

Each line ends with the Löwdin charge.
Cartesian coordinates (Å):
H1 -1.601 0.762 0.149  0.02
H2 -1.660 -0.665 -0.358  0.04
H3 2.139 1.259 -1.961  0.05
H4 3.389 2.099 -2.351  0.00
H5 1.929 2.677 1.328  0.04
H6 0.460 2.340 1.259  0.05
H7 -0.174 -2.397 3.836  0.04
H8 -1.280 -1.389 3.601  -0.01
H9 -3.331 -3.720 -0.568  0.02
H10 -3.877 -2.952 0.630  0.03
H11 1.689 -4.281 -2.135  0.04
H12 1.648 -2.965 -1.460  -0.03
H13 0.904 3.910 -0.439  -0.03
H14 0.029 5.195 -0.661  0.09
O1 -1.863 0.253 -0.621  -0.06
O2 3.103 1.238 -2.132  -0.05
O3 1.296 2.204 0.792  -0.06
O4 -0.428 -1.474 3.944  -0.03
O5 -3.892 -2.998 -0.334  -0.04
O6 1.466 -3.355 -2.251  -0.01
O7 0.057 4.258 -0.269  -0.08

Output
Relative energy (zero: lowest compared OMol25 entry of this formula, charge and spin), kJ/mol: 253.9
Total energy, hartree: -535.02713
E_LUMO, eV: 0.00
Largest force on an atom, eV/A: 3.98

***

Entry 2:
# H14O7

A 7-piece molecular cluster, H14O7 overall in a non-equilibrium geometry (ωB97M-V with the def2-TZVPD basis set, the OMol25 dataset).

Each line ends with the Löwdin charge.
Cartesian coordinates (Å):
O1 0.293 1.678 1.250  -0.03
H1 -0.074 1.033 0.664  -0.04
H2 1.185 1.406 1.189  0.00
O2 -1.235 -0.699 2.880  -0.07
H3 -1.659 -0.616 2.038  -0.05
H4 -1.157 0.168 3.276  0.03
O3 0.182 -2.991 0.033  0.00
H5 -0.709 -3.212 0.053  0.02
H6 0.481 -3.660 0.629  0.05
O4 -2.632 0.245 0.830  -0.01
H7 -2.226 -0.106 0.086  -0.02
H8 -3.466 -0.231 0.830  0.07
O5 1.516 3.045 -2.306  -0.04
H9 0.653 3.062 -1.960  0.00
H10 1.790 2.127 -2.370  -0.02
O6 2.113 0.348 -1.805  -0.03
H11 2.577 -0.439 -2.104  0.08
H12 2.381 0.427 -0.888  0.07
O7 -0.236 -0.287 -0.646  -0.03
H13 0.487 -0.071 -1.185  -0.02
H14 -0.263 -1.227 -0.493  0.01

Output
Relative energy (zero: lowest compared OMol25 entry of this formula, charge and spin), kJ/mol: 192.0
Total energy, hartree: -535.05070
E_LUMO, eV: -0.03
Largest force on an atom, eV/A: 3.21

***

Entry 3:
# H14O7

A 7-piece molecular cluster, H14O7 overall (ωB97M-V with the def2-TZVPD basis set, the OMol25 dataset).

Each line ends with the Löwdin charge.
Cartesian coordinates (Å):
O1 -3.498 -0.814 -0.750  -0.05
H1 -3.948 -0.044 -1.097  0.03
H2 -4.073 -1.135 -0.055  0.03
O2 3.477 2.892 -2.321  -0.05
H3 4.287 2.762 -1.828  0.03
H4 2.860 2.269 -1.938  0.02
O3 -1.766 4.022 4.197  -0.05
H5 -2.476 3.787 4.794  0.03
H6 -1.231 3.230 4.138  0.02
O4 -1.739 -5.051 -1.915  -0.05
H7 -2.056 -4.152 -1.829  0.02
H8 -0.951 -4.978 -2.452  0.02
O5 0.507 0.268 -0.410  -0.05
H9 0.712 0.382 0.518  0.03
H10 -0.430 0.072 -0.426  0.02
O6 1.830 1.260 3.686  -0.05
H11 2.205 2.126 3.847  0.03
H12 2.479 0.649 4.034  0.03
O7 1.405 -2.882 -3.406  -0.05
H13 0.954 -2.407 -4.104  0.03
H14 1.452 -2.256 -2.682  0.02

Output
Relative energy (zero: lowest compared OMol25 entry of this formula, charge and spin), kJ/mol: 197.4
Total energy, hartree: -535.04867
E_LUMO, eV: 0.24
Largest force on an atom, eV/A: 0.35

***

Entry 4:
# H14O7

A 7-piece molecular cluster, H14O7 overall in a non-equilibrium geometry (ωB97M-V with the def2-TZVPD basis set, the OMol25 dataset).

Each line ends with the Löwdin charge.
Cartesian coordinates (Å):
O1 -1.881 -0.980 -1.942  -0.03
H1 -1.213 -1.498 -2.216  -0.04
H2 -2.677 -1.644 -1.957  0.12
O2 1.585 0.261 -2.270  -0.12
H3 2.186 -0.405 -1.684  0.08
H4 0.983 0.508 -1.588  -0.06
O3 0.221 -0.627 0.319  -0.01
H5 -0.381 -0.790 -0.300  -0.05
H6 0.085 0.331 0.231  0.03
O4 -1.922 1.297 2.220  -0.03
H7 -1.820 0.488 1.784  -0.01
H8 -2.670 1.736 1.789  0.06
O5 -0.187 2.065 -0.436  0.02
H9 0.416 2.356 0.145  0.00
H10 -0.389 2.769 -1.060  0.09
O6 2.434 -1.815 -0.682  0.07
H11 2.255 -2.579 -1.050  -0.01
H12 1.781 -1.743 -0.096  -0.04
O7 0.739 0.071 3.125  -0.12
H13 -0.073 0.398 3.540  0.01
H14 0.528 -0.200 2.127  0.05

Output
Relative energy (zero: lowest compared OMol25 entry of this formula, charge and spin), kJ/mol: 323.2
Total energy, hartree: -535.00075
E_LUMO, eV: 0.13
Largest force on an atom, eV/A: 7.12

***

Entry 5:
# H14O7

A 7-piece molecular cluster, H14O7 overall in a non-equilibrium geometry (ωB97M-V with the def2-TZVPD basis set, the OMol25 dataset).

Each line ends with the Löwdin charge.
Cartesian coordinates (Å):
H1 -0.023 -0.933 0.438  0.06
H2 0.520 -0.140 -0.783  0.04
H3 -3.374 1.791 0.365  0.08
H4 -3.658 0.527 -0.486  -0.03
H5 -1.739 -0.960 -0.719  -0.02
H6 -2.429 -0.573 -2.126  0.11
H7 1.766 -1.607 0.020  0.05
H8 3.271 -2.276 0.496  0.04
H9 -2.202 -0.024 2.232  0.05
H10 -3.141 -0.137 1.100  0.06
H11 4.180 1.010 1.119  0.07
H12 3.792 0.210 -0.172  0.00
H13 2.240 1.311 -0.161  -0.02
H14 1.467 2.157 -0.982  0.10
O1 0.017 -0.990 -0.542  -0.10
O2 -4.059 1.097 0.159  -0.08
O3 -2.590 -0.789 -1.141  -0.11
O4 2.755 -1.521 0.213  -0.08
O5 -2.189 -0.484 1.370  -0.13
O6 3.998 1.067 0.168  -0.05
O7 1.396 1.264 -0.568  -0.04

Output
Relative energy (zero: lowest compared OMol25 entry of this formula, charge and spin), kJ/mol: 159.5
Total energy, hartree: -535.06310
E_LUMO, eV: 0.43
Largest force on an atom, eV/A: 3.29

***

Entry 6:
# H14O7

A 7-piece molecular cluster, H14O7 overall (ωB97M-V with the def2-TZVPD basis set, the OMol25 dataset).

Each line ends with the Löwdin charge.
Cartesian coordinates (Å):
O1 -0.992 3.875 -1.480  -0.05
H1 -0.637 4.436 -0.791  0.03
H2 -0.818 2.984 -1.177  0.01
O2 2.809 1.987 -3.587  -0.05
H3 1.998 2.182 -3.117  0.02
H4 3.040 2.810 -4.019  0.03
O3 -0.907 -3.491 0.137  -0.04
H5 -1.106 -3.690 1.052  0.04
H6 -1.250 -4.240 -0.351  0.04
O4 -0.200 0.342 -0.281  -0.04
H7 -0.062 0.403 0.664  0.01
H8 -0.293 -0.596 -0.450  0.02
O5 1.585 0.535 2.838  -0.05
H9 1.607 1.421 2.477  0.03
H10 2.306 0.513 3.467  0.03
O6 2.695 -2.959 0.440  -0.05
H11 1.826 -3.304 0.236  0.01
H12 2.567 -2.441 1.235  0.02
O7 -4.724 -0.434 1.250  -0.06
H13 -4.120 -0.577 0.521  0.03
H14 -5.323 0.243 0.936  0.03

Output
Relative energy (zero: lowest compared OMol25 entry of this formula, charge and spin), kJ/mol: 191.2
Total energy, hartree: -535.05103
E_LUMO, eV: 0.19
Largest force on an atom, eV/A: 0.46

***

Entry 7:
# H14O7

A 7-piece molecular cluster, H14O7 overall in a non-equilibrium geometry (ωB97M-V with the def2-TZVPD basis set, the OMol25 dataset).

Each line ends with the Löwdin charge.
Cartesian coordinates (Å):
O1 19.052 15.151 14.735  -0.01
H1 18.737 15.328 15.493  -0.16
H2 18.547 15.877 14.174  0.12
O2 16.318 19.309 16.723  -0.01
H3 16.640 19.228 15.853  0.06
H4 17.139 19.675 17.056  0.09
O3 16.320 16.824 17.749  -0.10
H5 15.959 17.799 17.591  0.10
H6 17.202 16.637 17.537  -0.05
O4 18.784 15.877 17.375  -0.03
H7 18.796 16.376 18.198  0.07
H8 18.661 14.950 17.622  0.09
O5 13.639 19.796 16.614  -0.07
H9 14.639 19.688 16.506  0.01
H10 13.259 18.957 16.612  -0.01
O6 14.885 15.871 15.435  -0.05
H11 15.311 16.041 16.352  0.05
H12 15.469 16.015 14.782  -0.06
O7 15.779 15.109 20.090  -0.04
H13 15.905 15.612 19.377  -0.11
H14 15.017 14.479 19.859  0.09

Output
Relative energy (zero: lowest compared OMol25 entry of this formula, charge and spin), kJ/mol: 339.1
Total energy, hartree: -534.99467
E_LUMO, eV: -0.48
Largest force on an atom, eV/A: 10.95

***

Entry 8:
# H14O7

A 7-piece molecular cluster, H14O7 overall in a non-equilibrium geometry (ωB97M-V with the def2-TZVPD basis set, the OMol25 dataset).

Each line ends with the Löwdin charge.
Cartesian coordinates (Å):
H1 -1.518 0.658 2.351  0.18
H2 0.089 0.633 1.836  -0.04
H3 -0.660 1.710 -0.052  0.03
H4 0.796 1.195 -0.263  0.09
H5 -0.879 0.917 -1.829  -0.01
H6 -1.766 0.650 -3.116  0.08
H7 -2.237 -1.100 -0.776  0.07
H8 -1.205 -0.782 0.412  0.02
H9 -0.353 -2.129 -0.702  0.04
H10 0.099 -1.304 -1.883  0.05
H11 1.110 -0.867 -0.145  0.01
H12 2.709 -0.526 -0.142  0.16
H13 1.689 -0.022 1.609  0.02
H14 2.279 1.144 2.619  0.08
O1 -0.824 0.747 1.521  -0.14
O2 0.072 1.878 -0.706  -0.15
O3 -1.474 0.266 -2.245  -0.09
O4 -1.732 -1.501 -0.012  -0.09
O5 0.481 -1.843 -1.171  -0.07
O6 1.787 -0.205 0.161  -0.09
O7 1.536 0.483 2.535  -0.15

Output
Relative energy (zero: lowest compared OMol25 entry of this formula, charge and spin), kJ/mol: 164.2
Total energy, hartree: -535.06130
E_LUMO, eV: 0.40
Largest force on an atom, eV/A: 4.67

***

Entry 9:
# H14O7

A 7-piece molecular cluster, H14O7 overall in a non-equilibrium geometry (ωB97M-V with the def2-TZVPD basis set, the OMol25 dataset).

Each line ends with the Mulliken spin population.
Cartesian coordinates (Å):
O1 16.421 -7.433 -5.463  0.30
H1 16.341 -7.431 -6.417  -0.01
H2 16.474 -6.508 -5.224  -0.01
O2 18.049 -8.342 -9.153  0.00
H3 18.716 -7.671 -9.298  0.00
H4 17.704 -8.154 -8.280  0.00
O3 13.390 -10.157 -9.782  0.03
H5 13.874 -10.917 -10.104  0.00
H6 12.775 -10.516 -9.143  0.00
O4 16.317 -5.836 -7.590  0.00
H7 16.930 -5.774 -8.322  0.00
H8 15.889 -4.981 -7.561  0.00
O5 17.203 -11.465 -8.091  0.30
H9 16.840 -11.619 -8.963  -0.01
H10 16.961 -10.562 -7.886  -0.01
O6 14.323 -7.003 -9.900  0.00
H11 14.082 -6.081 -9.810  0.00
H12 15.208 -6.986 -10.263  0.00
O7 14.990 -9.178 -7.742  0.44
H13 14.778 -9.582 -8.583  -0.01
H14 14.900 -8.238 -7.898  -0.01

Output
<S²>: 0.76
2S+1: 2
Relative energy (zero: lowest compared OMol25 entry of this formula, charge and spin), kJ/mol: 146.0
Charge: +1
Total energy, hartree: -534.64736
E_LUMO (alpha / beta), eV: -3.47 / -11.07
Largest force on an atom, eV/A: 1.82

***

Entry 10:
# H14O7

A 7-piece molecular cluster, H14O7 overall in a non-equilibrium geometry (ωB97M-V with the def2-TZVPD basis set, the OMol25 dataset).

Each line ends with the Mulliken spin population.
Cartesian coordinates (Å):
O1 0.512 1.014 -2.368  0.01
H1 1.140 1.187 -3.070  0.00
H2 0.450 0.060 -2.332  0.00
O2 1.303 -1.365 2.744  0.00
H3 2.063 -1.766 3.165  0.00
H4 1.110 -0.596 3.279  0.00
O3 -0.248 -0.998 0.375  0.28
H5 -0.834 -0.244 0.439  -0.01
H6 0.178 -1.045 1.232  -0.01
O4 -3.939 1.239 -0.373  0.29
H7 -3.096 1.138 -0.815  -0.01
H8 -4.493 0.558 -0.755  -0.01
O5 3.255 0.597 0.996  0.00
H9 2.319 0.665 1.183  0.00
H10 3.678 1.072 1.712  0.00
O6 -1.121 1.431 -0.048  0.08
H11 -0.560 1.210 -0.791  0.00
H12 -0.581 2.002 0.499  0.00
O7 -0.555 -1.939 -2.020  0.41
H13 -0.084 -2.757 -1.859  -0.01
H14 -0.496 -1.462 -1.193  -0.01

Output
<S²>: 0.76
2S+1: 2
Relative energy (zero: lowest compared OMol25 entry of this formula, charge and spin), kJ/mol: 115.5
Charge: +1
Total energy, hartree: -534.65896
E_LUMO (alpha / beta), eV: -3.32 / -11.24
Largest force on an atom, eV/A: 1.68

***

Entry 11:
# H14O7Xe

H14O7Xe as an isolated structure (ωB97M-V with the def2-TZVPD basis set, the OMol25 dataset).

Each line ends with the Löwdin charge.
Cartesian coordinates (Å):
Xe1 0.084 -1.993 0.750  0.34
O1 -2.221 -1.854 -1.990  -0.07
H1 -2.542 -2.657 -1.579  0.06
H2 -2.969 -1.522 -2.486  0.07
O2 0.003 2.072 -1.065  -0.04
H3 -0.414 1.468 -0.450  -0.01
H4 0.663 2.528 -0.543  0.04
O3 -0.806 1.772 1.711  -0.06
H5 -1.212 0.930 1.503  -0.03
H6 -0.544 1.692 2.628  0.04
O4 2.908 0.683 0.078  -0.06
H7 2.739 0.132 0.842  -0.03
H8 2.491 1.518 0.287  0.02
O5 0.431 -0.400 -2.445  -0.09
H9 0.297 0.459 -2.044  -0.03
H10 -0.283 -0.938 -2.103  -0.06
O6 -2.621 0.199 -0.022  -0.08
H11 -2.392 -0.586 -0.518  -0.05
H12 -2.780 0.867 -0.689  0.05
O7 3.147 -1.099 2.581  -0.07
H13 2.592 -1.327 3.327  0.03
H14 3.430 -1.942 2.227  0.04

Output
Relative energy (zero: lowest compared OMol25 entry of this formula, charge and spin), kJ/mol: 42.3
Total energy, hartree: -864.42263
E_LUMO, eV: 0.01
Largest force on an atom, eV/A: 0.68